# 1
132
Properties=species:S:1:pos:R:3:forces:R:3 method="wB97M-V/def2-TZVPD" relative_energy_kj_mol=0.0 energy_ha=-2549.1495 charge=0 homo_energy_ha=-0.32345 lumo_energy_ev=0.1
C 3.64843 0.57052 0.32956 0.026 0.567 0.435
C 3.97109 -0.32394 1.49906 -1.038 0.011 0.013
O 3.48242 -0.09153 2.58808 0.413 -0.264 -0.202
C 4.88144 -1.49231 1.27052 -0.101 -0.720 0.194
H 3.41224 0.05804 -0.60301 0.396 -0.043 0.007
H 4.52616 1.21537 0.28638 0.305 -0.029 -0.751
H 2.85092 1.27445 0.56734 -0.174 -0.330 0.162
H 4.35875 -2.32763 0.80453 -0.589 0.185 -0.182
H 5.15710 -1.89467 2.24531 0.583 0.257 -0.090
H 5.69481 -1.32805 0.56372 0.258 0.389 0.417
C -2.47559 -0.11303 2.87995 0.208 0.012 0.218
C -3.89526 0.31354 2.96085 -1.728 -1.496 -0.963
O -4.77282 -0.47213 2.57953 1.040 1.420 0.696
C -4.24898 1.69162 3.44126 0.240 0.371 0.928
H -2.14645 -0.33029 3.89611 0.054 -0.029 0.106
H -1.83149 0.67889 2.49771 -0.132 -0.080 0.095
H -2.39054 -1.03895 2.31114 0.047 0.275 0.041
H -5.15367 1.70792 4.04901 -0.446 -0.173 -0.705
H -4.26476 2.37166 2.58955 -0.351 -0.045 -0.026
H -3.53468 2.14169 4.13069 0.629 -0.273 -0.202
C 2.61394 1.34011 -4.01846 0.679 0.087 0.740
C 2.92154 2.62986 -4.72632 -0.786 -1.019 -1.141
O 3.16980 3.66787 -4.19498 0.429 0.750 1.141
C 2.79665 2.57618 -6.21784 0.148 0.995 -0.564
H 3.04381 1.40916 -3.01919 -0.285 -0.073 0.212
H 3.07258 0.47560 -4.49843 -0.168 0.240 -0.307
H 1.53544 1.19556 -3.95478 -0.059 0.027 0.057
H 3.02250 3.58649 -6.55896 0.211 -0.085 -0.207
H 1.76545 2.41279 -6.53094 -0.008 -0.519 0.078
H 3.49043 1.87069 -6.67507 -0.226 -0.159 -0.018
C -4.57591 2.26915 -0.65698 0.066 -0.538 -0.033
C -4.75164 1.08675 -1.59927 -2.233 -1.306 0.859
O -5.69475 0.27493 -1.48844 2.213 1.961 -0.271
C -3.70277 0.96400 -2.65399 -0.541 -0.537 0.743
H -3.51693 2.48412 -0.51397 0.125 -0.096 0.095
H -5.05062 2.05966 0.30159 -0.128 0.150 -0.144
H -4.98076 3.16519 -1.12741 -0.269 0.002 0.040
H -4.11289 0.28692 -3.40330 0.243 0.577 -0.504
H -2.89579 0.41897 -2.16427 0.405 0.144 -0.011
H -3.37479 1.97843 -2.88089 0.197 -0.356 -0.737
C 5.37028 -2.91549 -2.03910 0.092 0.273 -0.258
C 3.92135 -2.51608 -2.23702 -0.539 -1.256 0.159
O 3.12151 -2.69658 -1.34308 -0.019 0.249 -0.051
C 3.49600 -1.89618 -3.55863 0.488 0.128 0.912
H 5.82805 -3.37534 -2.91493 -0.157 0.108 -0.167
H 5.54499 -3.56880 -1.18426 -0.378 0.145 0.005
H 5.88795 -1.97146 -1.86904 0.332 0.062 0.023
H 4.36002 -1.29041 -3.83177 -0.252 0.201 -0.621
H 2.60656 -1.29310 -3.37616 0.144 -0.013 -0.045
H 3.25912 -2.62712 -4.33175 0.275 -0.147 0.101
C 1.99449 6.48141 0.31734 -0.057 -0.097 -0.362
C 1.40785 5.66482 -0.86627 0.409 1.751 0.067
O 0.84545 6.29183 -1.75627 0.415 -1.451 0.953
C 1.72774 4.17659 -0.89518 -0.262 0.602 -0.969
H 2.27957 7.47797 -0.01984 -0.093 -0.076 -0.299
H 2.88641 6.02532 0.74695 -0.156 -0.203 0.121
H 1.26102 6.66029 1.10356 -0.120 -0.353 0.052
H 1.08847 3.58751 -0.23760 0.014 0.143 0.031
H 2.78141 4.03584 -0.65419 -0.027 -0.018 0.245
H 1.59303 3.86985 -1.93242 -0.154 -0.283 0.121
C -3.10083 -2.14806 -5.09412 0.320 -0.186 0.054
C -1.74697 -2.16813 -4.34123 0.028 -1.057 1.405
O -1.56621 -2.87919 -3.35762 -0.512 0.749 -1.157
C -0.64258 -1.28020 -4.86020 -0.454 0.813 -0.947
H -3.56070 -1.15987 -5.10456 0.260 0.146 0.055
H -3.84569 -2.83902 -4.69933 0.371 -0.037 0.453
H -2.98605 -2.44384 -6.13693 0.353 0.144 -0.134
H 0.16673 -0.90269 -4.23522 -0.433 -0.557 0.737
H -1.16234 -0.40094 -5.24079 0.215 0.226 -0.304
H -0.14406 -1.74634 -5.71009 -0.212 -0.183 -0.212
C 0.24364 0.65467 5.16281 -0.406 0.639 0.021
C -0.71182 1.82302 5.38381 0.751 0.226 -0.776
O -0.75490 2.79222 4.62600 0.068 -1.234 0.666
C -1.53085 1.79061 6.61968 -0.744 -0.528 -0.356
H 0.38219 0.02462 6.04141 0.110 0.377 0.236
H 1.17811 1.09498 4.81497 0.065 -0.480 -0.250
H -0.21853 -0.02077 4.44289 0.322 0.162 -0.442
H -2.46513 2.29950 6.38252 0.223 0.618 0.697
H -0.87339 2.18708 7.39341 -0.475 0.426 0.244
H -1.81592 0.78356 6.92415 0.283 -0.162 -0.077
C -5.38400 -3.09090 -1.35486 -0.072 0.309 -0.985
C -4.39976 -3.20264 -0.22393 -0.460 0.799 -0.334
O -4.45251 -4.09302 0.56946 0.081 -1.069 0.812
C -3.35999 -2.10887 -0.12588 0.029 -0.391 0.218
H -4.81117 -2.94845 -2.27120 0.185 -0.139 -0.225
H -5.98509 -2.18174 -1.34052 0.041 0.127 0.488
H -6.04915 -3.94059 -1.50884 0.231 -0.115 0.440
H -2.84821 -2.03345 -1.08530 -0.015 0.352 -0.008
H -2.64616 -2.36071 0.65841 0.009 -0.160 -0.121
H -3.85816 -1.19239 0.19035 -0.025 0.181 -0.344
C -0.08456 1.10835 0.77530 0.333 0.348 -0.425
C -0.10970 0.59188 -0.66586 -0.362 -0.561 0.528
O -0.22517 1.31112 -1.63536 0.191 0.533 0.289
C -0.09474 -0.88827 -0.90216 0.299 -0.615 -0.110
H -0.02022 0.36293 1.56796 -0.165 -0.290 -0.432
H -0.96764 1.73655 0.89207 -0.062 0.063 0.121
H 0.76740 1.76679 0.94478 0.055 0.167 -0.249
H -0.29104 -1.54403 -0.05390 -0.262 0.353 0.160
H 0.90090 -1.18426 -1.23259 0.326 0.087 -0.090
H -0.74790 -1.12246 -1.74278 -0.068 -0.048 0.122
C -0.36673 -4.53802 -0.94561 0.219 0.135 0.072
C 0.15929 -5.88668 -0.54271 0.288 0.462 1.622
O 0.20227 -6.14279 0.65535 0.298 -0.523 -1.232
C 0.58036 -6.83783 -1.65605 -0.659 0.584 0.520
H -1.30070 -4.71852 -1.47781 0.017 0.429 -0.207
H 0.34588 -3.97297 -1.54644 -0.099 -0.249 -0.533
H -0.52577 -3.90843 -0.07016 -0.281 -0.346 0.132
H -0.08884 -6.59627 -2.48184 0.034 -0.424 -0.219
H 0.47933 -7.86762 -1.31339 0.164 0.079 -0.198
H 1.58900 -6.60029 -1.99416 0.092 -0.097 0.166
C 1.94968 -3.11619 2.14542 -0.385 0.501 -0.238
C 0.80478 -2.72131 3.08748 0.565 0.504 0.044
O 0.00834 -1.85022 2.79191 0.210 -0.546 -0.148
C 0.84038 -3.26525 4.49556 0.151 -0.416 0.644
H 1.95885 -2.45406 1.27963 -0.292 0.113 0.010
H 1.91114 -4.12390 1.73173 -0.141 -0.213 0.461
H 2.89569 -2.93282 2.65489 -0.027 -0.311 0.194
H 0.21644 -2.70196 5.18947 -0.129 0.139 -0.328
H 1.85099 -3.26539 4.90392 0.228 0.269 -0.218
H 0.56152 -4.31301 4.60750 -0.256 -0.112 -0.509
C 2.59117 3.35949 3.01936 0.934 0.247 -0.048
O 3.51150 4.28216 3.55925 0.453 1.174 0.584
H 1.64608 3.51569 3.53946 0.049 -0.411 -0.090
H 2.49927 3.60082 1.96039 -0.490 -0.431 -0.252
H 3.08707 2.40216 3.17969 -1.025 -0.625 -0.266
H 4.34796 4.16573 3.10275 0.024 0.051 0.067
C -2.85245 4.73042 2.68394 0.475 0.074 0.552
O -1.84847 3.87417 2.18837 -0.020 -0.232 -1.057
H -2.46770 5.74489 2.78848 -0.032 0.180 0.138
H -3.70853 4.78666 2.01159 0.086 -0.353 -0.059
H -3.13192 4.33929 3.66221 -0.510 0.385 0.099
H -1.23005 3.68090 2.89675 0.031 -0.082 0.288

# 2
103
Properties=species:S:1:pos:R:3:forces:R:3 method="wB97M-V/def2-TZVPD" relative_energy_kj_mol=59.7 energy_ha=-3383.7506 charge=+1 homo_energy_ha=-0.35452 lumo_energy_ev=-2.3
Bi -0.68871 -0.83149 0.19076 0.350 0.147 0.088
C 4.77136 1.00287 4.65288 -0.041 -0.043 -0.016
C 3.41266 0.78275 4.04999 -0.048 -0.039 0.049
C 2.36535 1.68007 4.21052 0.088 -0.032 0.027
C 1.14119 1.47611 3.60737 -0.027 -0.045 -0.059
C 0.85901 0.37022 2.78196 0.057 0.053 0.166
N -0.36098 0.23485 2.11307 -0.172 -0.245 0.083
C -1.30980 1.27585 2.23539 -0.107 -0.068 0.232
C -1.01022 2.62504 2.03749 -0.084 -0.035 -0.155
C -1.97225 3.60668 2.18173 0.043 0.033 0.004
C -3.28540 3.29364 2.51903 -0.048 -0.063 0.060
C -4.34328 4.34883 2.68192 0.011 -0.046 -0.035
C -3.61181 1.95213 2.65131 0.015 -0.051 -0.073
C -2.64803 0.96537 2.50015 0.213 0.296 -0.044
N -3.04659 -0.39490 2.54986 -0.111 -0.056 0.241
C -3.90262 -0.98732 3.40113 0.004 -0.260 0.004
C -4.04831 -2.29822 2.99728 -0.020 0.060 0.043
C -3.23538 -2.41683 1.86839 -0.097 0.134 0.078
N -2.63951 -1.25727 1.60513 -0.252 -0.120 -0.089
C 1.86769 -0.61552 2.78841 0.126 0.363 0.051
C 3.11712 -0.37587 3.35808 -0.054 -0.023 -0.100
N 1.66390 -1.94988 2.34555 0.056 -0.290 0.205
C 2.13365 -3.05229 2.96717 -0.091 -0.175 -0.069
C 1.73210 -4.14860 2.23622 0.028 -0.004 -0.018
C 1.00054 -3.61669 1.17589 0.117 0.088 0.123
N 0.97311 -2.28805 1.25208 0.105 0.032 -0.003
H 4.87352 2.02122 5.02307 0.028 0.005 0.000
H 4.93837 0.32090 5.48870 0.029 0.027 0.019
H 5.55717 0.82171 3.91911 0.026 0.037 0.011
H 2.50880 2.56545 4.81814 -0.024 0.017 -0.003
H 0.36200 2.19298 3.80615 0.041 0.024 -0.030
H -0.00370 2.89761 1.74824 0.006 0.007 0.015
H -1.69445 4.64158 2.02031 -0.013 0.020 0.010
H -3.90810 5.34599 2.71194 -0.005 0.008 0.004
H -5.05296 4.31121 1.85269 -0.007 0.040 0.002
H -4.90649 4.18928 3.60135 -0.012 0.051 0.009
H -4.63616 1.66221 2.85549 -0.013 -0.009 -0.036
H -4.33234 -0.45842 4.23396 0.037 0.083 -0.016
H -4.65108 -3.05966 3.45808 -0.009 0.003 0.011
H -3.06283 -3.26733 1.23299 0.077 -0.056 -0.059
H 3.87727 -1.14147 3.25797 0.012 -0.004 -0.033
H 2.69133 -2.99497 3.88438 -0.009 0.095 0.016
H 1.93638 -5.18375 2.44222 0.004 -0.004 0.027
H 0.50742 -4.11801 0.36520 -0.046 -0.063 -0.138
C -3.52519 4.35954 -1.10551 0.094 -0.046 -0.123
C -2.72790 3.71006 -2.23100 -0.224 0.003 0.220
N -1.30967 3.55137 -1.91490 0.127 -0.147 0.047
C -0.41851 4.66456 -2.26127 0.215 0.102 0.144
C 0.08292 5.43431 -1.04358 -0.085 -0.060 -0.109
C -0.79499 2.43495 -1.37874 -0.111 -0.232 0.002
S -1.94922 1.20461 -0.91947 -0.151 0.211 -0.261
N 0.53428 2.40121 -1.31648 0.154 0.301 -0.095
C 1.37970 1.49943 -0.85171 -0.106 0.001 0.067
O 1.14751 0.43829 -0.19660 -0.188 -0.009 -0.355
C 2.81642 1.76106 -1.14897 0.168 -0.189 0.026
C 3.23778 2.91587 -1.80328 -0.062 -0.011 0.062
C 4.57399 3.08105 -2.12674 0.029 0.038 -0.038
C 5.49599 2.09317 -1.81070 0.034 0.002 0.025
C 5.08776 0.95092 -1.13664 -0.001 -0.041 0.012
C 3.75468 0.78551 -0.80490 -0.090 0.088 0.000
H -4.56171 4.48236 -1.41951 -0.017 0.018 0.028
H -3.12319 5.34054 -0.85082 -0.021 0.021 0.012
H -3.49646 3.72355 -0.22272 -0.016 0.018 0.061
H -2.79452 4.30934 -3.13897 0.068 -0.037 -0.008
H -3.14382 2.72810 -2.44543 0.007 0.027 -0.108
H -0.97424 5.33428 -2.91535 -0.037 -0.076 -0.030
H 0.42850 4.25846 -2.81229 -0.046 0.050 -0.072
H -0.75005 5.84656 -0.47392 0.006 0.020 0.023
H 0.71467 6.25916 -1.37322 0.012 0.022 0.036
H 0.66853 4.78319 -0.39710 0.016 0.011 0.020
H 2.51026 3.67540 -2.05038 -0.001 0.000 -0.025
H 4.90137 3.97982 -2.63221 -0.021 0.001 -0.018
H 6.53510 2.21267 -2.08823 0.005 0.033 0.025
H 5.80744 0.18686 -0.87336 0.008 0.004 -0.015
H 3.41824 -0.09713 -0.27896 0.026 -0.034 -0.008
C -2.04347 -5.83425 -0.42143 0.092 0.235 -0.044
P -1.78560 -4.23407 -1.31692 -0.130 -0.638 0.021
C -2.94196 -4.59004 -2.71020 0.088 0.182 0.170
C -0.14929 -4.53702 -2.11187 0.222 0.620 -0.111
C 0.56927 -5.72163 -1.95821 -0.121 0.017 0.091
C 1.85510 -5.84284 -2.45807 0.101 -0.063 -0.004
C 2.44751 -4.78491 -3.12614 0.115 -0.046 -0.055
C 1.74572 -3.60667 -3.31324 -0.107 0.042 0.120
C 0.45837 -3.45638 -2.80331 -0.231 -0.422 0.264
P -0.51214 -1.91848 -3.06068 0.411 0.040 -0.712
C -0.83843 -2.13307 -4.87336 -0.224 0.087 0.211
C 0.83412 -0.66330 -3.24386 -0.177 -0.113 0.103
H -1.36608 -5.91944 0.42997 -0.042 -0.035 0.010
H -1.90928 -6.69313 -1.07951 -0.047 -0.025 0.034
H -3.06941 -5.84870 -0.05054 0.017 0.017 0.040
H -2.69631 -5.54018 -3.18351 -0.004 0.005 -0.038
H -2.89669 -3.78824 -3.44083 -0.050 0.040 -0.107
H -3.95707 -4.63140 -2.31326 -0.009 -0.005 -0.025
H 0.14222 -6.55898 -1.42106 0.010 0.031 -0.047
H 2.40087 -6.76658 -2.31743 -0.001 -0.011 0.006
H 3.45873 -4.87818 -3.49995 -0.006 -0.007 -0.034
H 2.21540 -2.79054 -3.84794 0.007 -0.009 0.004
H 0.07629 -2.43033 -5.38596 0.024 0.023 0.009
H -1.18680 -1.18229 -5.27858 -0.038 -0.017 -0.030
H -1.60057 -2.88867 -5.04990 -0.042 -0.017 -0.027
H 1.35411 -0.76524 -4.19603 0.058 0.002 0.027
H 1.54496 -0.76258 -2.42529 0.091 0.059 0.001
H 0.38582 0.33002 -3.19866 0.021 0.027 -0.023

# 3
10
Properties=species:S:1:pos:R:3:forces:R:3 method="wB97M-V/def2-TZVPD" relative_energy_kj_mol=98.5 energy_ha=-151.5135 charge=+1 homo_energy_ha=-0.58802 lumo_energy_ev=-4.5
N 0.45242 -0.19914 1.62234 -0.039 -0.330 1.008
H 0.04363 -0.02321 2.54363 -0.168 -0.223 -0.156
H 0.59196 -1.20911 1.52662 -0.535 0.016 0.098
H 1.42209 0.09734 1.74747 -0.147 0.716 -0.587
H -0.30144 0.13813 0.62684 1.902 -0.632 -0.519
C -0.18084 0.49319 -1.79203 0.647 -1.141 0.374
N -0.63850 0.07681 -0.66495 -0.714 -0.382 -1.549
H -0.79676 0.55974 -2.67073 -0.496 -0.361 -0.267
H 0.87667 0.53959 -2.02536 0.315 1.305 0.729
H -1.46923 -0.47333 -0.91382 -0.764 1.032 0.867

# 4
42
Properties=species:S:1:pos:R:3:forces:R:3 method="wB97M-V/def2-TZVPD" relative_energy_kj_mol=0.0 energy_ha=-901.5273 charge=0 homo_energy_ha=-0.36681 lumo_energy_ev=-0.2 smiles="CCCNC(=O)CC.O.O.O.O.O.O.O"
C 0.86591 -2.26289 -2.88445 0.237 -0.571 -0.431
C -0.19600 -1.81386 -1.89909 -0.161 -0.353 -0.282
C -0.87493 -0.50628 -2.31998 -0.123 -0.177 0.614
N 0.05573 0.57866 -2.63361 -0.112 -0.289 0.395
C 0.94706 1.11796 -1.71861 -0.468 0.106 -0.783
O 1.96504 1.64526 -2.12655 0.334 -0.137 0.196
C 0.54694 1.15315 -0.26011 -0.195 0.079 -0.211
C 1.21728 2.32475 0.44033 0.081 -0.277 0.499
H 1.28182 -3.24490 -2.63589 -0.083 0.182 0.247
H 0.50194 -2.38576 -3.91345 -0.168 0.251 0.151
H 1.70198 -1.57069 -2.90822 0.148 0.138 -0.035
H -0.95768 -2.60134 -1.77966 0.109 0.313 -0.050
H 0.26253 -1.70867 -0.91844 -0.028 0.121 0.045
H -1.50076 -0.66485 -3.20487 0.091 0.058 0.134
H -1.53318 -0.19684 -1.49624 0.004 -0.011 -0.268
H 0.45293 0.48232 -3.55785 0.207 0.264 0.066
H 0.77259 0.18855 0.18868 0.218 -0.036 0.134
H -0.53103 1.21957 -0.19271 -0.336 0.116 0.065
H 2.28778 2.29192 0.25081 0.015 0.239 -0.059
H 1.07979 2.27908 1.52362 -0.104 -0.092 -0.089
H 0.82091 3.27767 0.09178 0.108 -0.001 -0.117
O -3.09150 0.23196 1.11533 -0.067 0.488 -0.697
H -3.04477 0.87447 0.36051 0.081 -0.232 0.428
H -3.99385 -0.09617 1.09092 -0.106 -0.158 0.126
O -1.16572 -1.85120 1.25842 -0.439 0.384 0.053
H -1.09985 -1.74193 2.21662 -0.016 -0.023 -0.003
H -1.81622 -1.16080 1.01006 0.342 -0.403 0.097
O -2.88374 2.00033 -0.96621 0.094 -0.147 -0.099
H -2.06083 1.94827 -1.47481 -0.164 0.127 -0.022
H -3.06092 2.93140 -0.80739 0.082 0.100 -0.045
O 1.02275 0.26365 4.05176 0.316 -0.362 -0.129
H 1.22065 -0.67081 3.85524 -0.255 0.623 0.023
H 0.08986 0.41065 3.81833 0.210 -0.308 -0.012
O 1.58660 -2.42746 1.31272 0.063 0.390 -0.427
H 0.64240 -2.23182 1.12751 0.778 -0.022 -0.089
H 2.14760 -1.90893 0.68400 -0.797 -0.491 0.587
O 3.17391 -0.43288 0.14775 0.036 0.187 0.783
H 3.00151 -0.00870 1.01463 0.207 -0.276 -0.691
H 3.07997 0.26293 -0.50916 0.066 0.204 -0.186
O -1.68343 0.30860 3.48963 -0.265 0.040 -0.343
H -2.18597 0.46567 2.65885 0.082 -0.033 0.606
H -2.22875 0.59060 4.23156 -0.020 -0.008 -0.180